28
Properties=species:S:1:pos:R:3:nbo_charge:R:1 method="wB97M-V/def2-TZVPD" e_homo_ev=-8.624 total_energy_ev=-32743.43923 largest_force_ev_per_a=0.91 smiles="CNC(C)=O.CCSSCC" orbital_gap_ev=9.322
S 2.92042 0.20372 -1.16806 0.06
S 2.16098 -1.16982 0.13578 0.09
C 5.51951 -0.49581 -0.39544 -0.62
C 0.05984 0.57495 0.75431 -0.62
C 4.50976 0.64060 -0.39392 -0.56
C 1.27849 -0.12296 1.33640 -0.57
H 6.45863 -0.17334 0.08486 0.21
H 5.74313 -0.81233 -1.42811 0.21
H 5.11992 -1.36148 0.15914 0.22
H -0.66727 -0.16538 0.38037 0.21
H -0.43150 1.19240 1.52499 0.20
H 0.35840 1.22856 -0.08251 0.21
H 4.31016 1.00764 0.63121 0.27
H 4.86762 1.49862 -0.99490 0.21
H 0.99328 -0.82848 2.14036 0.22
H 1.99807 0.60148 1.76398 0.24
O 3.36613 2.21422 1.88866 -0.65
C 2.49625 2.82396 1.27368 0.69
N 1.27059 3.05986 1.81874 -0.63
C 2.69319 3.36555 -0.12639 -0.72
C 0.94747 2.59600 3.15388 -0.42
H 0.57210 3.57186 1.27421 0.40
H 2.57089 4.46155 -0.14728 0.23
H 3.71324 3.11885 -0.46586 0.24
H 1.97058 2.91747 -0.82901 0.24
H -0.08723 2.89113 3.39659 0.21
H 1.62500 3.04175 3.90146 0.21
H 1.02467 1.49768 3.21972 0.21

---

21
Properties=species:S:1:pos:R:3:nbo_charge:R:1 method="wB97M-V/def2-TZVPD" e_homo_ev="-5.066 / -8.963" total_energy_ev=-153532.98905 s_squared=2.01 largest_force_ev_per_a=6.30 spin_multiplicity=3 orbital_gap_ev="5.713 / 6.888"
C 1.86318 -0.71421 -0.02077 -0.35
C 3.14070 -0.32108 0.09669 -0.32
C 0.07776 2.87326 0.84030 0.08
C 0.93557 0.30152 0.41532 0.11
C -0.39484 0.50704 0.29134 0.31
C -0.99193 1.81449 0.76345 -0.53
C 3.26487 1.03599 0.64152 -0.01
C -1.03707 -1.59053 -0.67826 -0.26
N 1.31272 2.62079 0.94189 -0.22
N 1.69265 1.34706 1.00186 -0.21
O -1.34769 -0.29107 -0.23867 -0.45
Br 3.93734 2.36546 -0.63705 0.04
Br 4.28801 1.17172 2.28402 0.07
H 1.57490 -1.67390 -0.40509 0.22
H 4.01204 -0.88368 -0.18520 0.23
H -0.20036 3.91439 0.82368 0.20
H -1.46749 1.68406 1.74892 0.24
H -1.78338 2.10928 0.06354 0.25
H -1.98742 -2.03375 -0.97379 0.20
H -0.59422 -2.18452 0.12604 0.19
H -0.36474 -1.57152 -1.54088 0.19

---

15
Properties=species:S:1:pos:R:3:nbo_charge:R:1 method="wB97M-V/def2-TZVPD" e_homo_ev=-9.478 total_energy_ev=-14835.25390 largest_force_ev_per_a=6.47 smiles="NN(c1ccoc1)[N+](=O)[O-]" orbital_gap_ev=10.269
C -0.43590 0.67637 1.40077 -0.35
C -1.02934 1.89749 1.50695 0.11
C -0.85391 1.55393 -0.63395 0.04
C -0.34406 0.48408 0.01455 0.13
N 1.69393 -0.71815 -1.27721 -0.62
N 0.49197 -0.96010 -0.69408 -0.11
N 0.09307 -2.16472 -0.26066 0.62
O -0.93783 -2.22873 0.36120 -0.41
O 0.81774 -3.08435 -0.58693 -0.44
O -1.28068 2.42212 0.29438 -0.38
H -0.13036 0.00898 2.17642 0.25
H -1.30136 2.47781 2.36373 0.21
H -0.96814 1.80015 -1.66670 0.22
H 1.71494 -1.04080 -2.24185 0.37
H 2.46993 -1.12408 -0.75661 0.37

---

68
Properties=species:S:1:pos:R:3:nbo_charge:R:1 method="wB97M-V/def2-TZVPD" e_homo_ev=-7.118 total_energy_ev=-41116.65988 largest_force_ev_per_a=4.43 orbital_gap_ev=5.995
C -3.02634 0.26735 4.27284 -0.74
C -3.65734 -0.39503 2.95379 0.81
O -4.78173 0.02350 2.54518 -0.61
O -3.02219 -1.39696 2.17725 -0.55
C -1.94366 -0.72828 1.44407 -0.26
B -0.72048 -1.71477 0.94556 0.04
C -0.77275 -1.88972 -0.71626 -0.61
C 0.35531 -0.92106 -1.37711 -0.08
O 1.63440 -1.48012 -0.99505 -0.88
Si 2.87874 -0.29037 -0.86543 1.90
C 4.29548 -1.12847 0.16719 -1.14
C 3.68805 0.20808 -2.53811 -1.16
C 2.39682 1.28880 0.10074 -1.16
C -0.61199 -3.14534 1.74633 -0.61
C 0.93109 -3.51146 2.00786 -0.43
C 1.56045 -2.86929 3.32143 0.02
C 1.49528 -1.37929 3.72915 -0.24
C 2.17248 -0.78908 5.01631 -0.23
C 2.96814 -1.73992 5.93263 -0.26
C 3.02931 -3.24692 5.56595 -0.23
C 2.35652 -3.81199 4.29790 -0.24
H -1.88027 0.15065 4.17044 0.23
H -3.35162 -0.23568 5.24006 0.25
H -3.20470 1.40684 4.27324 0.23
H -2.44862 -0.21421 0.52956 0.13
H -1.47173 0.14551 2.04194 0.16
H 0.30229 -1.11883 1.18072 -0.08
H -0.62151 -2.97343 -1.04873 0.20
H -1.81099 -1.54022 -1.09699 0.17
H 0.13479 0.11961 -0.95804 0.14
H 0.19455 -0.85417 -2.52070 0.14
H 3.74366 -1.60965 1.06523 0.26
H 4.81487 -1.97005 -0.40662 0.24
H 5.00532 -0.33902 0.58122 0.23
H 4.21190 1.22249 -2.34490 0.23
H 2.97230 0.25092 -3.42336 0.23
H 4.55765 -0.53639 -2.70210 0.25
H 3.25195 2.06561 0.14027 0.24
H 1.55721 1.80623 -0.50949 0.20
H 1.98967 1.01732 1.12989 0.27
H -1.02187 -3.96251 1.03445 0.19
H -1.21016 -3.20581 2.71652 0.21
H 1.54052 -3.16782 1.09644 0.23
H 1.02062 -4.66131 2.09244 0.19
H 0.93257 -0.62462 3.08582 0.24
H 2.10198 0.33037 5.24083 0.22
H 3.51862 -1.39272 6.86796 0.22
H 3.61385 -3.96374 6.22478 0.21
H 2.43085 -4.92652 4.02526 0.22
C -3.61551 2.53011 -1.79394 -0.62
C -2.33794 1.93777 -2.35959 -0.23
N -1.86821 2.64950 -3.55548 -0.27
C -0.57087 3.06221 -3.78894 -0.03
C -0.55225 3.62952 -5.02517 -0.04
N -1.83788 3.55214 -5.51751 -0.29
C -2.62002 2.95075 -4.61624 0.24
C -2.30010 4.03541 -6.81376 -0.41
H -4.43039 2.48611 -2.52109 0.20
H -3.92915 1.97776 -0.90597 0.27
H -3.46906 3.57775 -1.51922 0.22
H -2.49015 0.89176 -2.63811 0.24
H -1.55212 1.97212 -1.60131 0.24
H 0.18342 2.89070 -3.04026 0.27
H 0.21925 4.07879 -5.62521 0.25
H -3.67381 2.74695 -4.73285 0.25
H -3.06083 4.80131 -6.65647 0.23
H -2.72590 3.20088 -7.37226 0.23
H -1.46779 4.45994 -7.37494 0.24

---

17
Properties=species:S:1:pos:R:3:nbo_charge:R:1 method="wB97M-V/def2-TZVPD" e_homo_ev=-14.842 total_charge=+1 total_energy_ev=-8310.00699 largest_force_ev_per_a=2.99 orbital_gap_ev=11.122
C -0.93058 0.38337 -2.25953 -0.43
N 0.41264 -0.29302 -2.15685 -0.85
H -1.13772 0.87260 -3.21580 0.23
H -0.99934 1.06139 -1.41470 0.19
H -1.69008 -0.37222 -1.99190 0.21
H 0.46121 -0.88390 -2.97247 0.39
H 1.12721 0.44946 -2.37818 0.38
O -1.12393 0.18365 2.09016 -0.48
C -0.19015 0.81274 1.61905 0.40
C 1.05953 0.19257 1.09525 -0.33
N 0.59819 -1.07529 0.39806 -0.73
H -0.18799 1.90513 1.76893 0.16
H 1.49942 0.82876 0.34004 0.24
H 1.68514 -0.00704 1.98612 0.27
H 1.33755 -1.75858 0.48932 0.43
H -0.24782 -1.40476 0.92824 0.45
H 0.43533 -0.91391 -0.67801 0.46